No. 1
C10H13NPSSm as an isolated structure in a non-equilibrium geometry, computed with ωB97M-V/def2-TZVPD.

Cartesian coordinates (Å):
C: -2.32653 0.67543 -2.22643
C: -2.00433 1.05056 -3.50607
C: -0.90474 0.61926 -4.29615
C: -0.05805 -0.51633 -4.02731
C: 0.05149 -1.18309 -2.86145
Sm: -0.10623 0.79808 -1.86973
P: -1.68695 0.50360 0.56253
H: -3.29197 0.83464 -1.78399
H: -2.61826 1.75824 -4.09648
H: -0.90996 0.94428 -5.35214
H: 0.42774 -2.17436 -2.72804
H: 0.47509 -0.80445 -4.94557
H: -1.88068 -0.75770 1.21962
H: -3.08427 0.78823 0.32699
H: -1.51175 1.32096 1.73569
S: 1.59260 -0.77874 -0.17529
C: 1.72889 -0.51892 1.49309
N: 1.70782 0.76389 2.03264
C: 1.41723 0.95629 3.36610
C: 1.44145 -0.10469 4.24455
C: 1.66353 -1.38784 3.75193
C: 1.84594 -1.59051 2.39455
H: 1.78624 1.56010 1.39293
H: 1.15145 1.96955 3.64601
H: 1.31164 0.07237 5.31005
H: 1.71103 -2.23486 4.42689
H: 2.07157 -2.56400 1.96508

Force components x, y, z for each atom (eV/Å):
C 1.1 -0.2 0.5
C -1.4 0.5 -1.2
C 0.5 0.0 -0.3
C -0.1 -0.2 -2.1
C -0.3 0.5 1.5
Sm -0.2 -0.1 0.2
P -0.9 0.1 0.2
H -0.5 0.4 -0.3
H -0.1 -0.4 0.4
H 0.3 0.2 0.9
H 0.6 -0.4 -0.4
H -0.1 -0.3 0.2
H 0.2 0.5 -0.1
H 0.9 -0.1 0.4
H -0.3 -0.4 0.0
S 0.6 0.0 0.6
C 0.3 1.0 -1.2
N -0.8 -0.8 0.7
C 0.4 -0.4 -0.2
C -0.4 1.5 0.0
C 0.7 -0.8 -1.2
C -0.1 -0.2 1.3
H -0.3 -0.6 0.4
H 0.4 -0.1 0.1
H -0.2 0.0 -0.3
H 0.0 0.1 0.0
H -0.3 0.2 0.2

The calculation puts the max |F| at 2.10 eV/A. Its multiplicity is 6. The lowest unoccupied orbital energy (spin up / spin down) comes out at -0.81 / -0.80 eV. The expectation value of S² is 8.788. For the total energy, the calculation gives -50092.806 eV. The calculation puts the HOMO-LUMO gap (spin up / spin down) at 4.98 / 5.02 eV.

These are the Löwdin partial charges, in e, on atoms 1 to 2:
1 C -0.345
2 C -0.405

=====

No. 2
A 2-piece molecular cluster, C10H13NS overall in a non-equilibrium geometry, computed with ωB97M-V/def2-TZVPD.

Cartesian coordinates (Å):
C: 3.64741 -0.60266 0.23669
C: 3.13612 -0.20399 1.52063
C: 3.03569 -1.71024 -0.36247
C: 2.13265 -0.95098 2.08305
C: 2.06529 -2.38975 0.33814
C: -1.25734 -0.20416 0.24466
C: -0.79557 -0.84065 -0.95923
C: -1.04646 1.23369 -0.21636
C: -2.18102 1.84595 -0.89084
C: 0.01511 1.91567 0.01618
N: 1.62727 -2.04024 1.52346
S: -1.89120 -1.83904 -1.74868
H: 4.43596 -0.11847 -0.16121
H: 3.50535 0.72198 1.83635
H: 3.52563 -2.15267 -1.23474
H: 1.77485 -0.73765 3.05348
H: -2.28717 -0.28730 0.46464
H: -0.57217 -0.35709 1.12198
H: -2.44013 1.39616 -1.93727
H: -1.98179 2.97195 -0.98470
H: -3.12927 1.70360 -0.33317
H: 0.87885 1.37893 0.25235
H: 0.16547 2.95646 -0.36078
H: 1.60053 -3.24866 -0.14597
H: -3.09115 -1.76444 -1.22773

Force components x, y, z for each atom (eV/Å):
C -3.9 -2.1 2.8
C 0.5 -0.8 -3.2
C 2.2 0.6 0.1
C 0.6 -0.1 -0.2
C -0.5 -0.5 -0.9
C 1.8 1.5 0.6
C -0.2 -2.5 -0.7
C -2.2 -0.6 0.3
C -2.1 1.5 -1.9
C 2.1 2.3 -1.0
N -0.6 -0.3 0.3
S 2.0 0.3 -1.4
H 2.4 1.6 -1.5
H 0.4 1.0 1.3
H -0.7 0.2 0.0
H -0.5 0.4 0.9
H -1.2 -0.6 0.7
H -0.7 -0.2 -0.9
H 0.8 0.8 1.7
H -0.5 -1.6 -0.2
H 0.4 0.2 -0.1
H 1.4 -0.5 1.1
H -0.3 -1.0 0.5
H 0.0 0.0 0.3
H -1.2 0.3 1.1

The calculation puts the relative energy (zero: lowest compared OMol25 entry of this formula, charge and spin) at 75.11 kcal per mole. The calculation puts the max |F| at 5.27 eV/A. The lowest unoccupied orbital energy comes out at 0.07 eV. For the total energy, the calculation gives -22901.512 eV. The calculation puts the HOMO-LUMO gap at 8.62 eV.

These are the Löwdin partial charges, in e, on atoms 1 to 2:
1 C -0.034
2 C -0.054

=====

No. 3
A 2-piece molecular cluster, C10H13O2 overall in a non-equilibrium geometry, computed with ωB97M-V/def2-TZVPD.

Cartesian coordinates (Å):
C: 0.47280 -1.61302 -2.04146
C: 0.45911 -0.99015 -3.45637
C: -0.67839 -2.54732 -1.57968
O: -0.47067 -3.10839 -0.47741
O: -1.66822 -2.68847 -2.33210
H: 1.42855 -2.20483 -1.79297
H: 0.58643 -0.77894 -1.34943
H: 1.42612 -0.99062 -3.92038
H: -0.11126 -0.04149 -3.41015
H: -0.01908 -1.78455 -4.03382
C: -1.28597 2.87731 1.90250
C: -1.10816 0.48608 1.46638
C: -0.48368 1.63390 1.94944
C: -0.31757 -0.58257 1.13703
C: 0.87599 1.71853 2.13175
C: 1.11241 -0.55706 1.31881
C: 1.66861 0.59196 1.80704
H: -2.17030 0.51388 1.19022
H: -0.65745 -1.54041 0.66249
H: -2.37593 2.67901 1.92167
H: -1.06771 3.39173 0.94662
H: 1.26835 2.69397 2.40503
H: 1.56639 -1.50790 1.08171
H: 2.76982 0.74133 1.73898
H: -1.22020 3.60802 2.73408

Force components x, y, z for each atom (eV/Å):
C 2.1 -0.1 0.6
C -1.1 -1.8 0.8
C -0.3 -0.1 -0.7
O 0.1 0.0 0.2
O 0.3 0.2 0.1
H -1.2 0.7 -0.8
H -0.3 -0.1 0.4
H 0.8 0.9 0.1
H 0.5 -0.6 -0.6
H -0.8 0.6 -0.4
C -1.6 1.4 0.3
C 0.2 -0.2 -0.5
C -0.5 0.5 -0.1
C 1.3 -1.8 -0.2
C 0.1 -1.0 -0.3
C -2.8 -0.1 0.2
C 1.6 1.3 -0.2
H 0.4 -0.1 0.3
H -0.1 1.0 0.5
H 0.5 -0.2 -0.3
H -0.2 0.0 0.5
H 0.4 -0.3 0.0
H 0.7 0.3 -0.2
H -0.8 -0.3 0.5
H 0.7 -0.4 -0.3

The calculation puts the relative energy (zero: lowest compared OMol25 entry of this formula, charge and spin) at 19.70 kcal per mole. The calculation puts the max |F| at 2.81 eV/A. The total charge is -1. The lowest unoccupied orbital energy comes out at 3.21 eV. For the total energy, the calculation gives -14676.752 eV. The calculation puts the HOMO-LUMO gap at 7.49 eV.

These are the Löwdin partial charges, in e, on atoms 1 to 2:
1 C -0.202
2 C -0.125

=====

Copy entry 2 word for word.
A 2-piece molecular cluster, C10H13NS overall in a non-equilibrium geometry, computed with ωB97M-V/def2-TZVPD.

Cartesian coordinates (Å):
C: 3.64741 -0.60266 0.23669
C: 3.13612 -0.20399 1.52063
C: 3.03569 -1.71024 -0.36247
C: 2.13265 -0.95098 2.08305
C: 2.06529 -2.38975 0.33814
C: -1.25734 -0.20416 0.24466
C: -0.79557 -0.84065 -0.95923
C: -1.04646 1.23369 -0.21636
C: -2.18102 1.84595 -0.89084
C: 0.01511 1.91567 0.01618
N: 1.62727 -2.04024 1.52346
S: -1.89120 -1.83904 -1.74868
H: 4.43596 -0.11847 -0.16121
H: 3.50535 0.72198 1.83635
H: 3.52563 -2.15267 -1.23474
H: 1.77485 -0.73765 3.05348
H: -2.28717 -0.28730 0.46464
H: -0.57217 -0.35709 1.12198
H: -2.44013 1.39616 -1.93727
H: -1.98179 2.97195 -0.98470
H: -3.12927 1.70360 -0.33317
H: 0.87885 1.37893 0.25235
H: 0.16547 2.95646 -0.36078
H: 1.60053 -3.24866 -0.14597
H: -3.09115 -1.76444 -1.22773

Force components x, y, z for each atom (eV/Å):
C -3.9 -2.1 2.8
C 0.5 -0.8 -3.2
C 2.2 0.6 0.1
C 0.6 -0.1 -0.2
C -0.5 -0.5 -0.9
C 1.8 1.5 0.6
C -0.2 -2.5 -0.7
C -2.2 -0.6 0.3
C -2.1 1.5 -1.9
C 2.1 2.3 -1.0
N -0.6 -0.3 0.3
S 2.0 0.3 -1.4
H 2.4 1.6 -1.5
H 0.4 1.0 1.3
H -0.7 0.2 0.0
H -0.5 0.4 0.9
H -1.2 -0.6 0.7
H -0.7 -0.2 -0.9
H 0.8 0.8 1.7
H -0.5 -1.6 -0.2
H 0.4 0.2 -0.1
H 1.4 -0.5 1.1
H -0.3 -1.0 0.5
H 0.0 0.0 0.3
H -1.2 0.3 1.1

The calculation puts the relative energy (zero: lowest compared OMol25 entry of this formula, charge and spin) at 75.11 kcal per mole. The calculation puts the max |F| at 5.27 eV/A. The lowest unoccupied orbital energy comes out at 0.07 eV. For the total energy, the calculation gives -22901.512 eV. The calculation puts the HOMO-LUMO gap at 8.62 eV.

These are the Löwdin partial charges, in e, on atoms 1 to 2:
1 C -0.034
2 C -0.054

=====

Repeat the third record exactly.
A 2-piece molecular cluster, C10H13O2 overall in a non-equilibrium geometry, computed with ωB97M-V/def2-TZVPD.

Cartesian coordinates (Å):
C: 0.47280 -1.61302 -2.04146
C: 0.45911 -0.99015 -3.45637
C: -0.67839 -2.54732 -1.57968
O: -0.47067 -3.10839 -0.47741
O: -1.66822 -2.68847 -2.33210
H: 1.42855 -2.20483 -1.79297
H: 0.58643 -0.77894 -1.34943
H: 1.42612 -0.99062 -3.92038
H: -0.11126 -0.04149 -3.41015
H: -0.01908 -1.78455 -4.03382
C: -1.28597 2.87731 1.90250
C: -1.10816 0.48608 1.46638
C: -0.48368 1.63390 1.94944
C: -0.31757 -0.58257 1.13703
C: 0.87599 1.71853 2.13175
C: 1.11241 -0.55706 1.31881
C: 1.66861 0.59196 1.80704
H: -2.17030 0.51388 1.19022
H: -0.65745 -1.54041 0.66249
H: -2.37593 2.67901 1.92167
H: -1.06771 3.39173 0.94662
H: 1.26835 2.69397 2.40503
H: 1.56639 -1.50790 1.08171
H: 2.76982 0.74133 1.73898
H: -1.22020 3.60802 2.73408

Force components x, y, z for each atom (eV/Å):
C 2.1 -0.1 0.6
C -1.1 -1.8 0.8
C -0.3 -0.1 -0.7
O 0.1 0.0 0.2
O 0.3 0.2 0.1
H -1.2 0.7 -0.8
H -0.3 -0.1 0.4
H 0.8 0.9 0.1
H 0.5 -0.6 -0.6
H -0.8 0.6 -0.4
C -1.6 1.4 0.3
C 0.2 -0.2 -0.5
C -0.5 0.5 -0.1
C 1.3 -1.8 -0.2
C 0.1 -1.0 -0.3
C -2.8 -0.1 0.2
C 1.6 1.3 -0.2
H 0.4 -0.1 0.3
H -0.1 1.0 0.5
H 0.5 -0.2 -0.3
H -0.2 0.0 0.5
H 0.4 -0.3 0.0
H 0.7 0.3 -0.2
H -0.8 -0.3 0.5
H 0.7 -0.4 -0.3

The calculation puts the relative energy (zero: lowest compared OMol25 entry of this formula, charge and spin) at 19.70 kcal per mole. The calculation puts the max |F| at 2.81 eV/A. The total charge is -1. The lowest unoccupied orbital energy comes out at 3.21 eV. For the total energy, the calculation gives -14676.752 eV. The calculation puts the HOMO-LUMO gap at 7.49 eV.

These are the Löwdin partial charges, in e, on atoms 1 to 2:
1 C -0.202
2 C -0.125